One molecule with the formula C6H12O, computed with wB97M-V/def2-TZVPD.

Each line ends with the Löwdin charge.
Positions of all 19 atoms, in Å:
C (-0.0768, 2.3034, 1.1496)  -0.10
C (0.1720, 1.4557, -0.0972)  -0.23
C (-0.1845, -0.0278, 0.1018)  -0.34
C (0.8158, -0.6422, 1.0494)  -0.26
O (0.6157, -0.8700, 2.2193)  0.06
C (-0.2148, -0.8035, -1.2213)  -0.23
C (-0.4167, -2.3108, -1.0093)  -0.10
H (0.2071, 3.3459, 0.9797)  0.07
H (-1.1365, 2.2858, 1.4257)  0.08
H (0.4902, 1.9365, 2.0120)  0.07
H (-0.4205, 1.8399, -0.9401)  0.12
H (1.2271, 1.5296, -0.4000)  0.12
H (-1.1638, -0.0951, 0.5902)  0.15
H (1.8182, -0.8279, 0.5946)  0.14
H (0.7069, -0.6026, -1.7865)  0.11
H (-1.0204, -0.3879, -1.8344)  0.11
H (-1.0176, -2.7738, -1.7946)  0.07
H (-0.9365, -2.5081, -0.0666)  0.08
H (0.5351, -2.8471, -0.9723)  0.07

Calculated values
SMILES string = CCC(C=O)CC
Lowest unoccupied orbital energy = 1.094 eV

=====

A 2-piece molecular cluster, C3H8N2O2 overall, computed with wB97M-V/def2-TZVPD.

Each line ends with the Löwdin charge.
Positions of all 15 atoms, in Å:
N (-0.0399, 0.4746, 2.6000)  0.16
C (-0.4969, 1.3949, 1.6900)  -0.68
O (-0.0586, 2.5013, 1.5517)  0.09
O (-1.5125, 0.8898, 0.9290)  0.04
H (-0.6928, -0.2552, 2.8173)  0.10
H (0.5148, 0.8141, 3.3650)  0.10
H (-1.1129, 0.3029, 0.2546)  0.05
C (1.2264, 0.0031, -0.9804)  -0.02
N (0.0423, -0.4096, -1.0605)  -0.10
C (-0.2657, -1.3577, -2.1132)  -0.12
H (1.4831, 0.7388, -0.2232)  0.07
H (2.0153, -0.3294, -1.6597)  0.08
H (-0.7392, -2.2428, -1.6924)  0.08
H (0.6163, -1.6430, -2.6906)  0.07
H (-0.9797, -0.8817, -2.7875)  0.08

Calculated values
SMILES string = NC(=O)O.C=NC
Lowest unoccupied orbital energy = 0.881 eV

=====

C37H77AlBrFIN12O13S as an isolated structure at a distorted geometry, computed with wB97M-V/def2-TZVPD.

Each line ends with the Löwdin charge.
Positions of all 144 atoms, in Å:
C (-0.5454, -1.4869, 3.3147)  -0.11
C (0.2713, -1.6420, 2.0440)  -0.24
C (0.3827, -0.3468, 1.2401)  -0.20
C (-0.4545, -0.3235, -0.0380)  -0.18
C (-1.9468, -0.5908, 0.2323)  -0.09
C (-2.8561, -0.5166, -1.0144)  -0.52
C (-2.4218, 0.4925, -2.0732)  -0.21
C (-1.3522, -0.0115, -3.0485)  -0.40
S (0.0852, 1.1098, -3.1982)  0.96
C (1.3985, 0.1207, -2.6280)  -0.73
N (1.5225, -1.1522, -2.7835)  0.05
N (2.7094, -1.5079, -2.1376)  0.06
C (3.1991, -0.4225, -1.6694)  -0.20
O (2.4369, 0.6676, -1.9472)  0.02
O (-2.9917, -1.7805, -1.6165)  -0.13
Al (-4.1112, -2.7595, -0.5529)  0.18
C (-2.9256, -4.0625, 0.4312)  -0.17
C (-1.9506, -4.6539, -0.6250)  -0.25
C (-1.8748, -6.2012, -0.6617)  -0.29
N (-2.5421, -6.8359, -1.8057)  -0.02
C (-5.4667, -3.9551, -1.4619)  -0.15
C (-6.3958, -4.5227, -0.4088)  -0.41
C (-6.0327, -5.9376, 0.0666)  -0.05
F (-6.3574, -3.6828, 0.7501)  -0.08
O (-4.6603, -1.2327, 0.3258)  -0.11
C (-4.3002, -0.2015, -0.4406)  -0.70
I (-5.7769, -0.1151, -2.2179)  0.86
C (-4.4702, 1.1788, 0.1972)  -0.21
C (-5.8774, 1.5078, 0.6172)  -0.82
O (-6.5330, 0.9126, 1.3935)  0.05
Br (-6.6010, 3.1789, -0.1483)  0.62
H (-1.6048, -1.3055, 3.1062)  0.07
H (-0.4960, -2.3943, 3.9223)  0.05
H (-0.1729, -0.6728, 3.9362)  0.05
H (1.2569, -2.0231, 2.3172)  0.10
H (-0.1868, -2.4336, 1.4405)  0.09
H (1.4319, -0.2118, 0.9523)  0.10
H (0.1477, 0.5168, 1.8698)  0.11
H (-0.3505, 0.6612, -0.4978)  0.09
H (-0.0942, -1.1130, -0.6993)  0.11
H (-2.0183, -1.5871, 0.6564)  0.08
H (-2.2695, 0.1050, 1.0116)  0.12
H (-2.0875, 1.4248, -1.6039)  0.10
H (-3.2920, 0.7617, -2.6700)  0.03
H (-1.7651, -0.0413, -4.0541)  0.07
H (-0.9717, -1.0053, -2.8273)  0.07
H (4.1279, -0.3324, -1.1308)  0.10
H (-3.4744, -4.8644, 0.9307)  0.04
H (-2.3169, -3.5735, 1.1992)  0.03
H (-2.2332, -4.3458, -1.6406)  0.08
H (-0.9404, -4.2684, -0.4739)  0.09
H (-0.8172, -6.4898, -0.7012)  0.09
H (-2.2696, -6.6279, 0.2610)  0.10
H (-3.4711, -7.1555, -1.5774)  0.03
H (-2.5848, -6.2086, -2.5957)  0.05
H (-4.9258, -4.7580, -1.9711)  0.05
H (-6.0436, -3.4361, -2.2304)  0.03
H (-7.4385, -4.4915, -0.7314)  0.12
H (-6.8490, -6.6431, -0.1011)  0.07
H (-5.8477, -5.9133, 1.1411)  0.08
H (-5.1308, -6.2992, -0.4221)  0.04
H (-4.1213, 1.9364, -0.5035)  0.09
H (-3.8560, 1.2659, 1.0986)  0.13
O (-2.4590, 2.7775, -5.1314)  0.04
C (-1.8954, 3.5129, -5.9119)  -0.60
N (-1.5129, 3.0860, -7.1499)  0.15
C (-1.5699, 4.9509, -5.5776)  -0.01
H (-1.0458, 3.6756, -7.8114)  0.09
H (-1.7120, 2.1315, -7.3969)  0.11
H (-0.9345, 4.9667, -4.6937)  0.08
H (-2.4961, 5.4745, -5.3488)  0.09
H (-1.0612, 5.4688, -6.3911)  0.07
O (-11.6453, 2.2804, 1.8721)  0.00
C (-10.6322, 1.9096, 1.2998)  -0.61
N (-9.4380, 1.8220, 1.9274)  0.17
C (-10.6267, 1.5193, -0.1606)  -0.01
H (-8.5937, 1.5192, 1.4690)  0.04
H (-9.3958, 2.0734, 2.8995)  0.11
H (-10.9647, 2.3695, -0.7509)  0.08
H (-11.3229, 0.6949, -0.3053)  0.08
H (-9.6399, 1.2164, -0.5093)  0.07
O (1.9421, 0.2106, 4.4457)  0.04
C (2.4387, 0.3761, 5.5400)  -0.58
N (2.7840, -0.7038, 6.3004)  0.16
C (2.7491, 1.7368, 6.1162)  -0.01
H (3.2076, -0.6187, 7.2041)  0.08
H (2.5848, -1.6196, 5.9249)  0.08
H (1.8198, 2.2954, 6.2161)  0.09
H (3.3967, 2.2716, 5.4216)  0.05
H (3.2401, 1.6819, 7.0886)  0.07
O (1.2705, -3.7973, 5.4286)  0.04
C (0.6225, -4.1110, 6.4051)  -0.59
N (1.1856, -4.1956, 7.6469)  0.15
C (-0.8509, -4.4281, 6.3233)  0.00
H (0.6649, -4.4497, 8.4642)  0.09
H (2.1679, -4.0010, 7.7327)  0.10
H (-0.9924, -5.2589, 5.6347)  0.09
H (-1.3726, -3.5590, 5.9259)  0.08
H (-1.2803, -4.6900, 7.2904)  0.07
O (6.1040, -1.3240, -0.3203)  0.02
C (7.1970, -0.7932, -0.2932)  -0.59
N (7.7521, -0.2447, -1.4093)  0.16
C (8.0180, -0.7043, 0.9701)  0.00
H (8.6525, 0.1953, -1.4103)  0.09
H (7.2305, -0.2960, -2.2678)  0.11
H (8.2054, -1.7123, 1.3355)  0.09
H (7.4448, -0.1640, 1.7211)  0.09
H (8.9711, -0.1986, 0.8179)  0.07
O (4.1602, 4.2359, 4.8223)  0.00
C (3.8479, 5.0823, 3.9907)  -0.59
N (2.6859, 5.0522, 3.3116)  0.17
C (4.7576, 6.2439, 3.6694)  -0.01
H (2.4376, 5.7329, 2.5995)  0.07
H (2.0410, 4.3097, 3.5271)  0.11
H (5.7084, 5.8542, 3.3086)  0.08
H (4.9369, 6.8120, 4.5812)  0.08
H (4.3295, 6.8986, 2.9124)  0.05
O (3.0122, 6.1625, 0.6957)  0.00
C (3.5470, 6.7085, -0.2650)  -0.57
N (3.5615, 6.1595, -1.4964)  0.18
C (4.2267, 8.0503, -0.1368)  -0.01
H (3.9810, 6.5872, -2.3040)  0.07
H (3.0992, 5.2737, -1.6163)  0.11
H (5.0266, 7.9717, 0.5982)  0.08
H (3.4995, 8.7797, 0.2160)  0.09
H (4.6459, 8.3954, -1.0808)  0.07
O (6.7333, -6.3510, -3.3705)  0.02
C (6.3238, -5.2903, -2.9346)  -0.60
N (5.2797, -4.6324, -3.5018)  0.16
C (6.9289, -4.6227, -1.7223)  -0.01
H (4.9013, -3.7796, -3.1290)  0.09
H (4.8331, -5.0568, -4.2963)  0.11
H (7.9888, -4.4476, -1.9034)  0.08
H (6.8227, -5.2861, -0.8662)  0.09
H (6.4496, -3.6700, -1.4964)  0.05
O (3.9582, 6.1425, -4.4008)  0.02
C (3.8570, 5.1729, -5.1313)  -0.58
N (4.5716, 5.0772, -6.2806)  0.16
C (2.9382, 4.0239, -4.8228)  0.01
H (4.5020, 4.2922, -6.8998)  0.10
H (5.1923, 5.8331, -6.5147)  0.11
H (1.9193, 4.3989, -4.7437)  0.08
H (3.2233, 3.5902, -3.8654)  0.09
H (2.9684, 3.2446, -5.5828)  0.08

Calculated values
Total charge = -1
Lowest unoccupied orbital energy = 1.254 eV

=====

A 3-piece molecular cluster, C9H17NO2S2 overall at a distorted geometry, computed with wB97M-V/def2-TZVPD.

Each line ends with the Löwdin charge.
Positions of all 31 atoms, in Å:
C (-1.6891, 2.0510, 1.4761)  -0.12
C (-1.2951, 1.5453, 0.1304)  -0.30
C (-2.4054, 0.7710, -0.4557)  -0.32
C (-2.7129, -0.4795, -0.1488)  -0.99
S (-4.2980, -0.8530, -0.9464)  0.76
S (-1.8679, -1.5775, 0.9593)  0.80
H (-2.5185, 2.7497, 1.5445)  0.07
H (-0.8181, 2.5046, 2.0244)  0.08
H (-1.8558, 1.0977, 2.1481)  0.10
H (-0.4092, 0.7349, 0.1359)  0.14
H (-0.9540, 2.2460, -0.5945)  0.09
H (-3.1529, 1.2053, -1.1020)  0.07
H (-4.1662, -2.1757, -0.7670)  -0.15
H (-2.5238, -2.6380, 0.5119)  -0.14
C (1.8492, -0.7999, -3.5350)  0.03
C (0.6436, -0.3077, -3.1416)  -0.22
N (-0.3270, -0.8734, -2.3742)  0.15
C (-0.8825, -1.8433, -1.9789)  -0.31
O (-1.6324, -2.6416, -1.5188)  0.03
H (2.1753, -1.8201, -3.1515)  0.09
H (2.4788, -0.1295, -4.0639)  0.03
H (0.4463, 0.7935, -3.2644)  0.12
C (3.3008, -0.3024, 2.2489)  -0.10
C (2.5601, -1.5292, 2.8282)  -0.31
O (2.6838, -2.6498, 1.9274)  -0.11
H (2.8556, 0.0147, 1.2258)  0.10
H (3.0401, 0.6221, 3.0194)  0.12
H (4.3599, -0.3020, 2.3748)  0.04
H (1.5795, -1.3706, 2.8229)  0.05
H (3.0296, -1.8005, 3.7728)  0.11
H (3.6273, -2.9401, 2.0938)  0.10

Calculated values
SMILES string = CCC=C(S)S.C=CN=C=O.CCO
Lowest unoccupied orbital energy = 0.622 eV

=====

An isolated ion of composition C6H8FN2 and charge +1 at a distorted geometry, computed with wB97M-V/def2-TZVPD.

Each line ends with the Löwdin charge.
Positions of all 17 atoms, in Å:
N (1.0606, -1.7556, 0.0085)  0.17
N (0.5224, -0.5614, -0.2587)  -0.09
C (1.1491, 0.2581, -1.1388)  -0.01
C (0.7566, 1.5099, -1.3704)  -0.03
C (-0.4092, 1.9545, -0.7758)  -0.03
C (-1.1691, 1.1085, 0.0321)  0.02
C (-0.4897, -0.0270, 0.4286)  -0.07
C (-1.1115, -1.0183, 1.7088)  -0.01
F (-1.5347, -2.1967, 1.0749)  -0.08
H (1.8189, -2.0846, -0.4752)  0.10
H (0.3662, -2.3416, 0.5708)  0.15
H (1.9850, -0.1301, -1.6761)  0.15
H (1.2152, 2.1204, -2.1995)  0.16
H (-0.8269, 2.9797, -1.1037)  0.16
H (-2.0421, 1.6688, 0.3724)  0.14
H (-2.0526, -0.4331, 1.9218)  0.14
H (-0.3690, -1.4224, 2.4364)  0.14

Calculated values
Total charge = +1
SMILES string = N[n+]1ccccc1CF
Lowest unoccupied orbital energy = -4.401 eV

=====

C32H21F4N12O3PReS as an isolated structure, computed with wB97M-V/def2-TZVPD.

Each line ends with the Löwdin charge.
Positions of all 75 atoms, in Å:
Re (-0.6180, 0.1599, -0.1509)  1.36
O (-2.8087, 3.0898, 1.3115)  0.18
C (-2.3650, 2.2162, 0.6353)  -0.54
O (-1.0416, 1.9477, 0.5212)  -0.26
C (-3.2212, 1.3509, -0.2532)  -0.19
C (-4.6031, 1.5338, -0.3160)  0.05
C (-5.3055, 0.7884, -1.2224)  0.06
C (-4.6201, -0.0682, -2.1096)  -0.13
C (-5.2910, -0.7755, -3.1385)  0.00
C (-4.5882, -1.5363, -4.0250)  -0.04
C (-3.1824, -1.6339, -3.9152)  -0.04
C (-2.5040, -0.9936, -2.9166)  -0.05
C (-3.2149, -0.1954, -1.9922)  -0.18
N (-2.5551, 0.4871, -1.0067)  0.00
H (-5.0646, 2.2469, 0.3511)  0.14
H (-6.3830, 0.8645, -1.2858)  0.14
H (-6.3657, -0.6815, -3.2178)  0.13
H (-5.0999, -2.0567, -4.8218)  0.12
H (-2.6361, -2.2190, -4.6429)  0.12
H (-1.4285, -1.0661, -2.8382)  0.07
C (-1.0585, 5.2149, -4.3408)  0.02
C (-0.2975, 3.9736, -4.0790)  -0.29
N (0.5721, 3.4211, -4.8716)  0.16
N (0.9847, 2.3188, -4.2161)  0.04
C (0.3853, 2.1522, -3.0340)  -0.62
S (0.7403, 0.7733, -2.0444)  0.70
N (-0.4260, 3.2191, -2.9290)  -0.05
N (-1.2914, 3.4981, -1.8687)  0.17
H (-0.7280, 5.6262, -5.2911)  0.10
H (-0.8826, 5.9601, -3.5634)  0.10
H (-2.1284, 5.0100, -4.4003)  0.10
H (1.6916, 1.7226, -4.6201)  0.17
H (-0.7567, 3.4153, -1.0061)  0.09
H (-1.6009, 4.4593, -1.9727)  0.11
F (3.7201, 0.1056, 5.6744)  0.16
C (4.4554, 0.3274, 4.5985)  -0.13
C (5.7898, 0.4915, 4.7234)  -0.12
F (6.3268, 0.4302, 5.9205)  0.18
C (6.6579, 0.7500, 3.5862)  0.00
C (5.9752, 0.8124, 2.3033)  -0.12
C (4.6471, 0.6226, 2.1919)  -0.13
F (4.0750, 0.6715, 0.9880)  0.13
C (3.7923, 0.3744, 3.3226)  0.00
C (2.4325, 0.1949, 3.1947)  -0.11
C (1.7362, 0.1928, 1.9625)  -0.04
N (1.0491, 0.1188, 1.0377)  0.06
C (1.5096, 0.0142, 4.2749)  -0.17
N (0.6581, -0.1147, 5.0329)  0.23
F (6.6791, 1.0434, 1.2153)  0.17
C (8.0075, 0.9135, 3.7102)  -0.08
C (8.7128, 0.7792, 4.9481)  -0.13
N (9.3299, 0.6336, 5.9047)  0.26
C (8.8670, 1.2333, 2.6103)  -0.14
N (9.5891, 1.5255, 1.7678)  0.25
C (0.2650, -4.1198, -1.9781)  -0.14
P (-0.4143, -3.2224, -0.5968)  0.65
C (0.4008, -3.7580, 0.8977)  -0.14
C (-2.1515, -3.6141, -0.4598)  -0.13
O (-0.1783, -1.7160, -0.8424)  -0.59
H (0.0240, -5.1782, -1.8940)  0.08
H (1.3472, -3.9966, -2.0040)  0.08
H (-0.1602, -3.7280, -2.9018)  0.07
H (0.3917, -4.8463, 0.9537)  0.08
H (-0.1021, -3.3652, 1.7817)  0.04
H (1.4357, -3.4151, 0.8873)  0.07
H (-2.2683, -4.6733, -0.2309)  0.08
H (-2.6613, -3.3903, -1.3970)  0.06
H (-2.6027, -3.0316, 0.3432)  0.05
N (-1.5855, -0.6757, 1.3061)  0.01
C (-2.1926, -1.1828, 2.1846)  -0.10
C (-2.8253, -1.8458, 3.1634)  -0.22
C (-4.2205, -1.6525, 3.3709)  -0.18
N (-5.3505, -1.4867, 3.4865)  0.20
C (-2.0569, -2.8099, 3.8807)  -0.19
N (-1.4125, -3.6360, 4.3521)  0.20

Calculated values
Total charge = +2
<S²> = 1.165
Lowest unoccupied orbital energy (spin up / spin down) = -8.171 / -7.893 eV
Spin multiplicity = 2